[1]
Formula: C16H20N4O2S2
Source: the OMol25 dataset
Level of theory: the ωB97M-V functional and the def2-TZVPD basis

Structure (XYZ):
```
44
Properties=species:S:1:pos:R:3:lowdin_charge:R:1
C 1.2531 1.8637 1.1900 -0.155
C 2.6567 2.4047 1.3924 -0.525
S 3.4849 2.8520 -0.1766 0.857
C 4.3438 1.2879 -0.6242 -0.393
C 3.4113 0.1563 -0.7474 -0.395
N 2.5572 0.0025 -1.7181 0.083
N 1.8276 -1.0960 -1.4778 -0.007
C 2.2465 -1.6120 -0.3489 -0.630
S 1.6217 -3.0187 0.4498 1.006
C 0.2654 -3.4570 -0.6892 -0.342
C -0.9687 -2.5894 -0.4355 -0.538
O -1.8931 -2.9919 0.2360 0.064
N -0.8753 -1.3788 -1.0295 0.124
C -1.7436 -0.2881 -0.9224 -0.198
C -1.3027 0.9304 -1.4403 -0.019
C -2.1084 2.0500 -1.3523 -0.068
C -3.3521 1.9649 -0.7553 -0.022
C -3.8063 0.7499 -0.2425 -0.149
C -5.1571 0.7193 0.3809 -0.403
C -5.6817 -0.6260 0.8134 -0.014
O -5.8044 1.7326 0.5279 0.082
C -2.9961 -0.3791 -0.3284 0.046
N 3.2642 -0.8632 0.1667 -0.059
C 3.9611 -1.1490 1.3875 -0.032
H 0.6372 2.5990 0.6787 0.069
H 0.7980 1.6394 2.1530 0.078
H 1.2536 0.9569 0.5916 0.045
H 2.6248 3.3346 1.9597 0.065
H 3.3012 1.6991 1.9155 0.058
H 4.7910 1.5090 -1.5919 0.080
H 5.1231 1.1037 0.1147 0.068
H 0.6455 -3.3585 -1.7044 0.084
H 0.0287 -4.4946 -0.4568 0.085
H 0.0037 -1.1770 -1.5183 0.086
H -0.3288 0.9906 -1.9052 0.110
H -1.7615 2.9911 -1.7519 0.107
H -3.9947 2.8285 -0.6767 0.114
H -6.6876 -0.5089 1.2089 0.083
H -5.6998 -1.3115 -0.0306 0.090
H -5.0395 -1.0467 1.5840 0.090
H -3.3139 -1.3283 0.0662 0.095
H 4.2368 -2.2044 1.4064 0.089
H 3.3169 -0.9458 2.2462 0.101
H 4.8613 -0.5415 1.4547 0.090
```

Values from the calculation:
spin multiplicity = 1
gap between HOMO and LUMO = 8.78 eV
HOMO level = -0.31251 Ha
ΔE to the lowest compared entry with this formula, charge and spin = 20.8 kcal per mole
structure (SMILES) = CCSCc1nnc(SCC(=O)Nc2cccc(C(C)=O)c2)n1C
total energy = -1787.60267 Eh

[2]
Formula: C5H11NO
Source: the OMol25 dataset
Level of theory: the ωB97M-V functional and the def2-TZVPD basis

Structure (XYZ):
```
18
Properties=species:S:1:pos:R:3:lowdin_charge:R:1
H -2.4075 0.2653 1.4016 0.054
N -1.3960 0.1839 1.4880 0.108
C -0.8540 -0.5474 0.6127 -0.242
C 0.5565 -1.0501 0.7944 -0.435
C 1.4507 0.0000 1.4467 -0.050
O 1.0239 -1.4625 -0.4764 -0.050
H -1.3841 -1.1057 -0.1797 0.118
H 0.4915 -1.9305 1.4587 0.146
H 0.9628 0.3708 2.3423 0.070
H 2.4174 -0.4242 1.7067 0.075
H 1.5927 0.8337 0.7575 0.074
H 1.9693 -1.6325 -0.4148 0.091
C -1.1038 0.6622 -2.1795 -0.083
C -0.3710 1.4791 -1.4343 -0.089
H -2.1828 0.6615 -2.1226 0.052
H -0.6561 -0.0658 -2.8366 0.054
H -0.8113 2.2479 -0.8189 0.056
H 0.7018 1.5143 -1.5458 0.052
```

Values from the calculation:
spin multiplicity = 1
gap between HOMO and LUMO = 10.53 eV
HOMO level = -0.35263 Ha
ΔE to the lowest compared entry with this formula, charge and spin = 58.1 kcal per mole
structure (SMILES) = [H]/N=C/[C@H](C)O.C=C
total energy = -327.03879 Eh

[3]
Formula: C18H62O13
Source: the OMol25 dataset
Level of theory: the ωB97M-V functional and the def2-TZVPD basis

Structure (XYZ):
```
93
Properties=species:S:1:pos:R:3:lowdin_charge:R:1
C -1.5924 -3.4703 -2.2832 -0.080
C -3.0111 -2.9491 -2.2037 -0.321
O -3.8071 -3.6514 -3.1482 -0.063
H -1.5450 -4.5262 -1.9950 0.078
H -0.9348 -2.9601 -1.5817 0.054
H -1.2346 -3.4774 -3.3119 0.081
H -3.0052 -1.8829 -2.4700 0.096
H -3.3706 -3.0025 -1.1732 0.098
H -4.6574 -3.2154 -3.2385 0.075
C 1.4117 5.5034 -0.1425 -0.073
C 1.1390 4.6557 1.0879 -0.279
O 0.7551 3.3219 0.7450 -0.122
H 2.2393 5.0612 -0.7002 0.072
H 1.6683 6.5270 0.1323 0.081
H 0.5706 5.5510 -0.8329 0.071
H 0.3411 5.0424 1.7315 0.119
H 2.0217 4.6328 1.7361 0.111
H 0.6964 3.1353 -0.2116 0.047
C 0.6916 -2.9697 4.0897 -0.070
C 0.9614 -1.5110 3.7325 -0.299
O -0.0954 -0.7318 4.3233 -0.105
H -0.1552 -3.3512 3.5206 0.056
H 0.4184 -3.0605 5.1403 0.076
H 1.5729 -3.5648 3.8531 0.070
H 0.9019 -1.3626 2.6492 0.090
H 1.9128 -1.1374 4.1275 0.107
H -0.0854 0.1328 3.8884 0.026
C 2.4710 1.9739 -2.0797 -0.068
C 1.3771 2.6117 -2.8951 -0.259
O 0.2809 2.9341 -2.0160 -0.113
H 3.3854 1.8543 -2.6558 0.096
H 2.1492 1.0085 -1.6857 0.059
H 2.6694 2.5980 -1.2054 0.054
H 1.0092 1.9397 -3.6795 0.103
H 1.7009 3.4694 -3.4935 0.120
H -0.3343 3.5378 -2.4453 0.109
C 4.6529 1.4926 0.5433 -0.074
C 4.0235 1.0443 1.8570 -0.275
O 4.3003 -0.3395 2.1030 -0.084
H 4.4586 2.5511 0.3309 0.073
H 4.1894 1.0036 -0.3142 0.046
H 5.7354 1.3540 0.5269 0.080
H 2.9447 1.0954 1.6787 0.101
H 4.2798 1.6751 2.7082 0.112
H 5.2288 -0.3886 2.3618 0.106
C 1.2398 2.3551 3.9467 -0.153
O 0.3720 1.8049 2.9849 -0.152
H 2.2434 2.5337 3.5300 0.059
H 0.9353 3.3506 4.2915 0.082
H 1.3843 1.6920 4.7966 0.085
H 0.4893 2.3012 2.1445 0.033
C -2.8191 -2.9780 2.2400 -0.165
O -4.2036 -2.7398 2.0702 -0.132
H -2.2563 -2.0385 2.3089 0.064
H -2.6965 -3.5007 3.1854 0.079
H -2.3977 -3.5684 1.4212 0.063
H -4.3620 -2.2380 1.2488 0.024
C -4.1644 2.1615 -2.9168 -0.164
O -4.6715 1.1315 -3.7426 -0.115
H -4.9479 2.6427 -2.3285 0.082
H -3.3165 1.8420 -2.3002 0.057
H -3.7365 2.8734 -3.6259 0.080
H -5.0824 0.4253 -3.2400 0.064
C 0.3946 -4.5895 0.4509 -0.180
O 1.5514 -4.6218 1.2584 -0.141
H 0.7232 -4.7664 -0.5868 0.070
H -0.3109 -5.3890 0.6587 0.082
H -0.0136 -3.5744 0.4531 0.054
H 2.0166 -3.7675 1.1911 0.027
C -1.2153 0.2612 -4.4889 -0.153
O -0.3069 -0.5824 -3.7955 -0.145
H -1.2837 1.2445 -4.0083 0.058
H -0.9149 0.3809 -5.5287 0.081
H -2.1750 -0.2671 -4.4709 0.074
H -0.5239 -0.5390 -2.8508 0.026
C 2.9665 -1.9774 -0.6372 -0.125
O 2.7440 -2.1990 0.7373 -0.145
H 2.7612 -0.9372 -0.9034 0.052
H 3.9579 -2.2585 -1.0033 0.088
H 2.2752 -2.5937 -1.2146 0.083
H 3.3142 -1.5887 1.2452 0.052
C -0.2318 0.0721 0.1961 -0.111
O -0.6597 0.2493 -1.1549 -0.149
H -0.3935 -0.9798 0.4320 0.079
H 0.8401 0.2823 0.2860 0.069
H -0.7758 0.6990 0.9047 0.077
H -0.5461 1.1842 -1.3833 0.049
C -3.8944 0.2064 0.4038 -0.125
O -4.5854 -0.9599 -0.0064 -0.127
H -3.0988 0.4147 -0.3186 0.057
H -4.5221 1.1002 0.4872 0.086
H -3.4376 0.0956 1.3855 0.086
H -4.9956 -0.8040 -0.8578 0.081
```

Values from the calculation:
spin multiplicity = 1
gap between HOMO and LUMO = 9.02 eV
HOMO level = -0.33626 Ha
ΔE to the lowest compared entry with this formula, charge and spin = 115.3 kcal per mole
total energy = -1700.93826 Eh